Entry from OMol25: an isolated molecule of C4H8O2 (ωB97M-V/def2-TZVPD).

Calculated values
HOMO: -8.544 eV
net charge: 0
relative energy (zero: lowest compared OMol25 entry of this formula, charge and spin): 65.2 kcal/mol
molar mass: 88.11 g mol⁻¹
gap between HOMO and LUMO: 9.4 eV

Each line ends with the Löwdin charge.
Element x y z (Å)
C (1.0427, -0.2718, 0.4730)  -0.24
C (-1.1667, 1.2900, 0.1081)  -0.09
C (0.1183, -0.9209, -0.4659)  -0.28
C (-0.0566, 0.5366, -0.5731)  -0.17
O (-0.8090, -1.9122, 0.2012)  -0.05
O (2.3944, -0.4338, 0.3899)  0.01
H (2.6281, -0.7854, -0.4785)  0.10
H (-1.3587, -1.4274, 0.8272)  0.06
H (0.7728, -0.0649, 1.5009)  0.14
H (0.5381, -1.4473, -1.3151)  0.15
H (0.2628, 0.9689, -1.5147)  0.12
H (-2.1177, 1.1365, -0.4070)  0.08
H (-1.2921, 0.9722, 1.1429)  0.07
H (-0.9564, 2.3594, 0.1113)  0.08

Atoms 1-6, force components in eV/Å:
-1.31 1.21 -1.81
0.03 -0.12 -0.03
-1.27 -2.63 2.61
1.15 -0.06 1.09
0.53 1.40 -1.48
0.98 0.35 -0.51


Entry from OMol25: a structure of composition C4H8O2 (ωB97M-V/def2-TZVPD).

Calculated values
HOMO: -8.918 eV
net charge: 0
relative energy (zero: lowest compared OMol25 entry of this formula, charge and spin): 59.5 kcal/mol
molar mass: 88.11 g mol⁻¹
gap between HOMO and LUMO: 9.7 eV

Each line ends with the Löwdin charge.
Element x y z (Å)
C (-0.9500, -0.8613, 0.8954)  -0.23
C (-0.9878, -0.1151, -0.2186)  -0.14
C (-0.3512, 1.2557, -0.3071)  -0.16
C (1.1214, 0.9772, -0.2112)  -0.26
O (-0.2668, -0.6061, 2.0122)  0.02
O (1.7051, 0.9113, 0.8526)  0.03
H (0.4016, 0.1297, 1.8734)  0.09
H (-1.4343, -1.8307, 0.9193)  0.12
H (1.2656, -2.0770, -1.6738)  0.05
H (1.6401, 0.8315, -1.1723)  0.12
H (0.7001, -1.8033, -1.1948)  0.02
H (-1.5561, -0.4541, -1.0671)  0.09
H (-0.6180, 1.7551, -1.2351)  0.11
H (-0.6698, 1.8870, 0.5273)  0.13

Atoms 1-6, force components in eV/Å:
0.21 -0.16 -0.86
-0.41 0.21 0.38
0.02 -0.22 0.30
-0.02 0.77 0.14
0.75 0.92 0.29
-0.07 -0.17 -0.40


Entry from OMol25: an isolated molecule of C4H8O2 (ωB97M-V/def2-TZVPD).

Calculated values
HOMO: -9.950 eV
net charge: 0
relative energy (zero: lowest compared OMol25 entry of this formula, charge and spin): 17.2 kcal/mol
molar mass: 88.11 g mol⁻¹
gap between HOMO and LUMO: 10.8 eV

Each line ends with the Löwdin charge.
Element x y z (Å)
C (-1.7051, -0.8238, -0.9636)  -0.02
C (-0.2884, -0.5498, -0.5093)  -0.43
O (0.6597, -1.1038, -1.0347)  0.07
C (-0.0998, 0.4403, 0.6247)  -0.12
C (1.3695, 0.6458, 0.9866)  -0.27
O (2.1152, 1.1170, -0.1108)  -0.07
H (-2.1655, -1.5640, -0.2983)  0.09
H (-2.3205, 0.0808, -0.9278)  0.08
H (-1.6897, -1.2308, -1.9766)  0.09
H (-0.5458, 1.3943, 0.3136)  0.13
H (-0.6843, 0.0962, 1.4906)  0.13
H (1.7881, -0.2922, 1.3812)  0.12
H (1.4533, 1.4016, 1.7739)  0.12
H (2.1134, 0.3885, -0.7493)  0.07

Atoms 1-6, force components in eV/Å:
-0.01 0.00 -0.07
0.15 -0.14 -0.09
-0.36 0.20 0.19
0.03 0.03 -0.03
-0.19 -0.07 0.32
0.08 -0.13 -0.18